1.
A 3-piece molecular cluster, C4H16N2O2 overall. Source: the OMol25 dataset; level of theory: ωB97M-V with the def2-TZVPD basis set.

Results
- Structure (SMILES): CNCCNC.O.O
- Relative energy (zero: lowest compared OMol25 entry of this formula, charge and spin): 77.1 kcal per mole
- E_LUMO: 0.6 eV
- HOMO level: -8.9 eV

Geometry as ORCA input:
```
! wB97M-V def2-TZVPD RIJCOSX def2/J DEFGRID3
* xyz 0 1
C 1.5040 -0.5740 1.1364
N 1.4148 -0.6201 -0.2748
C 0.0611 -1.0491 -0.6491
C -0.7538 0.3038 -0.6320
N -1.9664 -0.0062 -1.3652
C -2.8995 1.0966 -1.4402
H 0.5680 -0.7764 1.8203
H 1.8874 0.3739 1.4786
H 2.2250 -1.4293 1.5124
H 2.0952 -1.2687 -0.5647
H -0.1893 -1.7108 -1.5893
H -0.4419 -1.6303 0.1275
H -1.0066 0.3871 0.5266
H -0.0424 1.0789 -0.9592
H -1.8525 -0.3526 -2.3177
H -3.1267 1.4228 -2.3986
H -3.9447 0.6127 -1.1795
H -2.9743 1.8741 -0.5665
O 6.5281 2.3901 1.0189
H 5.8258 2.3187 1.7885
H 6.6315 1.4083 0.8796
O -3.4787 -1.1099 1.4185
H -3.1536 -1.0348 0.4443
H -2.9105 -1.7046 1.7855
*
```



2.
A 3-piece molecular cluster, C4H16N2O2 overall. Source: the OMol25 dataset; level of theory: ωB97M-V with the def2-TZVPD basis set.

Results
- Structure (SMILES): CC[C@H](N)CN.O.O
- Relative energy (zero: lowest compared OMol25 entry of this formula, charge and spin): 68.5 kcal per mole
- E_LUMO: 0.4 eV
- HOMO level: -9.1 eV

Geometry as ORCA input:
```
! wB97M-V def2-TZVPD RIJCOSX def2/J DEFGRID3
* xyz 0 1
C 0.9255 0.6434 -0.8058
C 0.1013 -0.6406 -1.1956
C -1.1641 -1.0017 -0.5182
N -1.1089 -1.1131 1.0245
C -1.6988 -2.4187 -0.9482
N -3.1467 -2.5621 -0.8792
H 0.8107 0.9721 0.1795
H 2.0241 0.5379 -0.6606
H 0.7940 1.3202 -1.5938
H 0.7453 -1.4262 -1.1993
H -0.2908 -0.6174 -2.3338
H -1.9112 -0.1040 -0.5471
H -0.7756 -0.3073 1.3703
H -0.4299 -1.8325 1.1821
H -1.6420 -2.8558 -1.9226
H -1.2409 -3.1363 -0.2495
H -3.6679 -1.9999 -1.6180
H -3.4914 -2.0227 -0.0592
O 3.7718 -0.1952 0.3212
H 3.7656 -0.5585 1.1528
H 4.0983 0.6113 0.2711
O 0.9509 6.4147 3.2910
H 1.8597 6.3490 3.1706
H 0.7210 5.9434 2.5679
*
```



Copy entry 1 word for word.
A 3-piece molecular cluster, C4H16N2O2 overall. Source: the OMol25 dataset; level of theory: ωB97M-V with the def2-TZVPD basis set.

Results
- Structure (SMILES): CNCCNC.O.O
- Relative energy (zero: lowest compared OMol25 entry of this formula, charge and spin): 77.1 kcal per mole
- E_LUMO: 0.6 eV
- HOMO level: -8.9 eV

Geometry as ORCA input:
```
! wB97M-V def2-TZVPD RIJCOSX def2/J DEFGRID3
* xyz 0 1
C 1.5040 -0.5740 1.1364
N 1.4148 -0.6201 -0.2748
C 0.0611 -1.0491 -0.6491
C -0.7538 0.3038 -0.6320
N -1.9664 -0.0062 -1.3652
C -2.8995 1.0966 -1.4402
H 0.5680 -0.7764 1.8203
H 1.8874 0.3739 1.4786
H 2.2250 -1.4293 1.5124
H 2.0952 -1.2687 -0.5647
H -0.1893 -1.7108 -1.5893
H -0.4419 -1.6303 0.1275
H -1.0066 0.3871 0.5266
H -0.0424 1.0789 -0.9592
H -1.8525 -0.3526 -2.3177
H -3.1267 1.4228 -2.3986
H -3.9447 0.6127 -1.1795
H -2.9743 1.8741 -0.5665
O 6.5281 2.3901 1.0189
H 5.8258 2.3187 1.7885
H 6.6315 1.4083 0.8796
O -3.4787 -1.1099 1.4185
H -3.1536 -1.0348 0.4443
H -2.9105 -1.7046 1.7855
*
```



Please write out number 1 again, unchanged.
A 3-piece molecular cluster, C4H16N2O2 overall. Source: the OMol25 dataset; level of theory: ωB97M-V with the def2-TZVPD basis set.

Results
- Structure (SMILES): CNCCNC.O.O
- Relative energy (zero: lowest compared OMol25 entry of this formula, charge and spin): 77.1 kcal per mole
- E_LUMO: 0.6 eV
- HOMO level: -8.9 eV

Geometry as ORCA input:
```
! wB97M-V def2-TZVPD RIJCOSX def2/J DEFGRID3
* xyz 0 1
C 1.5040 -0.5740 1.1364
N 1.4148 -0.6201 -0.2748
C 0.0611 -1.0491 -0.6491
C -0.7538 0.3038 -0.6320
N -1.9664 -0.0062 -1.3652
C -2.8995 1.0966 -1.4402
H 0.5680 -0.7764 1.8203
H 1.8874 0.3739 1.4786
H 2.2250 -1.4293 1.5124
H 2.0952 -1.2687 -0.5647
H -0.1893 -1.7108 -1.5893
H -0.4419 -1.6303 0.1275
H -1.0066 0.3871 0.5266
H -0.0424 1.0789 -0.9592
H -1.8525 -0.3526 -2.3177
H -3.1267 1.4228 -2.3986
H -3.9447 0.6127 -1.1795
H -2.9743 1.8741 -0.5665
O 6.5281 2.3901 1.0189
H 5.8258 2.3187 1.7885
H 6.6315 1.4083 0.8796
O -3.4787 -1.1099 1.4185
H -3.1536 -1.0348 0.4443
H -2.9105 -1.7046 1.7855
*
```



Q: What is the formula in the first record?
A: C4H16N2O2



Q: Look up the relative energy (zero: lowest compared OMol25 entry of this formula, charge and spin) of the first one.
A: 77.1 kcal per mole